C14H42BCaF4O7 | the ωB97M-V functional and the def2-TZVPD basis

Last column: Mulliken charge in e.
Positions of all 69 atoms, in Å:
H  -2.97  -0.45  1.99  0.307
C  0.95  2.75  0.75  0.341
C  1.07  -0.07  -3.95  0.191
H  -1.19  -6.21  0.16  0.314
H  0.89  -2.01  -4.22  0.249
H  -0.62  -0.64  -5.22  0.421
C  4.87  1.37  -0.67  -1.123
O  0.07  -4.74  -0.45  -0.575
H  4.85  0.57  -2.62  0.395
C  4.11  0.87  -1.88  -0.335
F  -0.21  -0.25  -0.01  -0.232
H  -5.37  1.76  -3.64  0.315
C  -3.55  1.89  -2.93  -0.432
F  0.22  -2.20  1.12  -0.346
H  -1.01  -4.93  1.31  0.280
H  2.57  -0.01  -0.96  0.161
H  1.99  -0.03  4.20  0.113
O  -1.11  0.24  2.73  -0.179
H  -3.01  0.11  -1.98  0.239
H  0.37  -3.91  -0.05  0.263
O  1.41  -1.43  -3.66  -0.318
H  1.15  4.90  0.47  0.384
C  -1.14  -5.12  0.25  -0.320
H  -1.75  1.34  -1.77  -0.008
H  -0.73  -0.51  2.27  -0.130
H  -2.23  -3.41  -0.53  0.108
H  5.33  0.54  -0.12  0.306
H  2.56  4.13  1.23  0.362
H  0.17  1.36  -0.36  0.330
H  1.18  0.51  -3.03  -0.074
H  -2.95  1.95  -3.84  0.197
O  0.41  1.03  4.94  -0.580
H  -0.04  0.93  4.09  0.424
H  -0.52  1.11  -4.82  0.402
F  0.99  -1.92  -1.03  -0.173
C  1.34  -0.03  5.08  -0.171
H  -3.75  2.92  -2.60  0.332
O  0.39  2.29  -0.49  -0.614
Ca  2.93  -2.51  -2.07  1.547
H  0.18  -1.71  4.33  0.114
O  -4.79  1.21  -3.10  -0.540
C  1.77  4.00  0.50  -1.410
H  -3.21  1.44  -0.82  0.401
C  -2.38  -4.47  -0.33  -0.735
H  1.56  1.96  1.21  0.056
C  -2.39  0.47  2.11  0.329
H  -2.80  -5.03  -1.16  0.319
H  4.29  1.93  0.06  0.246
H  2.22  3.95  -0.50  0.296
H  -1.07  -0.12  -3.66  0.383
C  -3.18  1.41  2.99  -1.411
H  -4.25  1.35  2.77  0.394
H  1.33  -2.14  5.59  0.358
C  -0.35  0.10  -4.46  -1.418
C  0.65  -1.36  5.25  -0.853
H  1.90  0.18  5.99  0.335
B  0.70  -1.26  0.22  0.561
O  3.27  -0.27  -1.58  -0.055
H  -3.15  -4.47  0.45  0.313
H  5.70  1.99  -1.00  0.403
F  1.92  -0.73  0.68  -0.447
H  0.12  2.93  1.44  0.196
H  1.75  0.41  -4.66  0.282
H  -2.18  0.90  1.13  -0.194
H  3.52  1.68  -2.33  0.250
H  -3.03  1.11  4.03  0.334
H  -0.11  -1.26  6.03  0.281
C  -2.83  1.17  -1.80  -0.500
H  -2.86  2.45  2.93  0.340

The largest force on an atom is 2.1 eV/A. As for the HOMO-LUMO gap: 0.2043 hartree. As for the HOMO energy: -11.0 eV. Its charge is +1. As for the LUMO energy: -5.490 eV.

C27H34Br2ClGe2MnN2 | the ωB97M-V functional and the def2-TZVPD basis

Last column: Löwdin spin population.
Positions of all 69 atoms, in Å:
H  -4.15  2.75  -2.13  0.000
C  -3.69  2.77  -1.14  0.002
Ge  -2.19  1.50  -1.11  0.008
H  -3.68  -1.90  0.14  0.000
H  -1.36  0.75  3.13  0.000
C  1.46  -3.94  -4.77  0.000
Cl  -0.52  0.45  -3.72  0.059
H  -4.32  -0.29  0.41  0.001
C  -3.41  -0.84  0.17  0.002
C  1.37  -5.11  -4.04  0.005
Br  1.68  -6.76  -4.87  0.002
H  1.97  3.20  2.07  0.000
H  2.76  0.47  2.71  0.000
H  0.99  -5.71  -0.05  0.000
C  1.53  3.07  4.16  0.000
Ge  1.38  1.01  -0.29  0.021
H  2.62  2.21  -2.12  0.001
H  -0.97  1.24  5.51  0.000
H  -3.24  3.76  -1.03  0.000
C  -0.06  -3.24  1.99  0.000
C  2.98  0.15  0.56  0.004
H  -0.27  -3.02  3.02  0.000
H  3.20  4.42  -1.17  0.000
C  0.35  -4.50  1.58  0.006
H  1.26  -1.81  -4.63  0.001
C  1.20  -2.75  -4.10  0.011
C  -4.75  2.56  -0.06  0.000
H  0.95  -5.99  -2.14  0.000
H  2.14  4.16  0.21  0.000
C  -2.81  -0.38  -1.16  0.016
C  1.04  -5.07  -2.70  0.000
H  1.72  -3.93  -5.82  0.000
H  -0.69  2.68  -2.95  0.000
C  0.49  -3.70  -0.66  0.009
Br  0.55  -5.88  2.83  0.002
H  -4.31  2.55  0.94  0.000
C  2.01  2.60  -1.30  0.005
C  -1.39  1.85  -2.91  0.011
C  0.81  -3.84  -2.11  0.008
H  -5.28  1.62  -0.20  0.000
H  4.36  -0.09  2.21  0.000
C  -0.55  1.40  3.41  0.000
C  -0.17  -2.26  1.02  0.012
H  -2.72  -0.69  1.00  0.000
H  -0.46  -1.25  1.28  0.002
H  3.62  3.20  0.04  0.000
H  -1.98  -1.06  -1.41  0.007
C  0.28  1.94  2.42  0.000
H  3.76  0.29  -0.20  0.000
N  0.08  -2.49  -0.27  0.041
H  3.88  1.58  1.94  0.000
H  2.34  3.73  4.44  0.000
H  2.77  -0.92  0.56  0.002
H  -2.20  2.05  -3.61  0.001
H  -3.52  -0.49  -1.98  0.001
Mn  0.30  -0.82  -1.73  4.718
C  1.32  2.78  2.82  0.000
N  0.88  -2.70  -2.81  0.031
C  2.78  3.65  -0.51  0.001
C  0.71  2.52  5.13  0.000
H  1.13  3.05  -1.77  0.000
H  -1.95  2.32  1.24  0.000
H  -5.49  3.36  -0.08  0.000
C  -1.24  1.87  0.54  0.004
C  3.52  0.55  1.93  0.001
C  0.64  -4.74  0.25  0.001
C  0.00  1.66  0.99  0.004
H  0.88  2.74  6.18  0.000
C  -0.32  1.68  4.76  0.000

The largest force on an atom is 0.5 eV/A. As for the HOMO-LUMO gap (alpha / beta): 0.2290 / 0.2331 hartree. As for the HOMO energy (alpha / beta): -10.0 / -10.2 eV. Its spin multiplicity is 6. Its charge is +1. As for the LUMO energy (alpha / beta): -3.743 / -3.877 eV.

C59H82BrF3NO21 | the ωB97M-V functional and the def2-TZVPD basis

Last column: Mulliken charge in e.
Positions of all 167 atoms, in Å:
H  5.44  -0.99  4.71  0.331
H  -6.97  7.31  0.80  0.276
C  0.75  -3.00  6.57  -0.468
H  -4.45  7.82  2.22  0.242
C  6.42  -2.82  3.99  -0.072
H  3.29  -2.37  0.19  -0.121
H  -8.15  8.57  1.20  0.303
H  2.59  -1.90  6.97  0.244
H  3.04  1.63  -4.38  -0.312
F  4.10  1.89  -7.40  -0.310
O  -6.15  -1.49  -0.90  -0.439
H  -0.21  0.79  0.52  0.243
C  -2.54  3.09  3.89  -0.460
C  10.12  -3.86  -0.97  -0.419
O  -8.05  -0.75  -1.83  -0.344
O  -5.99  7.32  4.59  -0.590
C  0.23  0.47  -7.16  0.962
H  -7.55  0.25  0.89  0.236
C  -2.60  -0.42  -4.57  0.327
H  7.34  -5.34  -1.96  0.341
C  1.89  -2.26  -5.00  -0.427
C  -1.26  -0.41  -5.33  0.855
C  1.03  -1.22  -5.64  0.460
C  -3.54  0.11  -0.57  -0.190
H  -0.32  2.51  0.05  0.389
H  -0.42  -2.19  0.05  -0.499
C  -2.67  1.34  -0.40  -1.164
H  -1.23  2.09  10.30  0.269
H  9.11  -3.37  -2.85  0.337
H  0.56  1.36  -0.96  0.061
H  -3.21  2.22  -0.74  0.536
O  9.69  -4.72  0.10  -0.367
H  -10.07  -0.46  -2.02  0.304
C  -6.06  9.15  1.56  -0.502
H  1.31  1.19  -8.87  0.376
C  -6.16  7.77  3.49  0.570
H  10.00  -2.82  -0.64  0.259
H  1.63  -2.12  -0.30  -0.356
C  5.86  1.05  -6.21  0.641
H  -4.13  0.49  8.23  0.321
C  -4.42  4.52  4.05  -0.139
C  1.29  -0.39  -6.74  0.090
O  -3.82  1.47  2.60  -0.593
C  6.11  -1.33  3.92  -0.531
C  3.17  2.70  -4.31  -0.334
H  -0.15  -4.93  1.39  0.451
C  -2.10  2.55  9.82  -0.457
O  -7.32  7.60  2.81  -0.359
H  9.61  -5.06  -2.68  0.266
H  2.71  -4.52  -1.56  0.555
O  -2.24  1.51  6.56  -0.560
C  -3.75  2.49  3.22  0.580
H  6.36  -4.16  2.25  0.268
O  3.97  -3.89  5.41  -0.685
C  -0.19  -1.24  -4.94  -0.028
H  0.39  4.49  -6.65  0.498
H  -4.64  9.27  3.23  0.352
C  2.55  -2.61  -0.56  0.745
H  -3.41  3.70  5.76  -0.081
H  -1.78  -4.11  -0.93  0.399
H  -5.23  4.85  4.70  0.408
C  5.80  -2.13  1.80  0.540
H  -2.51  1.48  0.67  0.340
H  -0.32  3.05  -5.99  0.421
H  -1.88  -0.78  0.38  -0.004
H  -0.61  3.31  -8.45  0.414
O  7.80  -5.77  0.69  -0.584
C  0.45  3.40  -6.65  -0.777
C  4.65  0.87  -6.71  -0.176
C  -3.18  0.78  8.68  -0.449
H  2.55  -3.51  7.72  0.331
O  5.47  -2.12  0.65  -0.570
H  3.21  2.97  -3.26  0.396
C  -1.01  0.42  -6.45  0.263
H  2.76  0.25  -8.20  0.421
C  2.85  -3.50  5.59  0.415
C  -3.15  4.15  4.81  -0.166
F  6.48  0.15  -5.46  -0.240
H  -1.90  3.54  3.12  0.285
C  -0.82  -3.02  0.62  0.438
H  -2.59  -0.11  8.90  0.227
H  3.68  -2.77  -2.41  0.342
H  -1.98  2.34  4.44  0.330
C  -3.35  1.67  9.91  -0.487
C  1.99  3.39  -4.89  0.609
H  -10.01  0.13  0.67  0.324
H  -2.50  5.00  5.00  0.390
H  3.63  -0.48  -5.48  -0.246
H  0.38  -4.15  -1.32  -0.046
C  0.90  -4.57  -0.46  -0.190
C  2.64  -0.49  -7.43  -1.379
C  0.33  2.92  -8.07  -0.779
H  -1.10  -2.61  1.59  0.497
Br  -2.46  1.47  -7.09  -0.109
C  -7.96  -0.69  0.52  -0.401
C  8.41  -5.12  -0.11  0.532
O  -4.82  3.32  3.37  -0.453
H  4.56  -1.20  -6.81  0.552
H  2.66  -1.46  -7.92  0.461
H  7.27  -3.72  -1.24  -0.012
H  -5.57  9.31  0.60  0.335
H  1.26  -0.98  -2.15  0.397
H  7.01  -0.71  3.94  0.275
H  1.11  3.39  -8.67  0.457
C  7.91  -4.58  -1.44  -0.113
H  -3.62  -0.13  -1.63  0.530
O  -3.07  -1.54  -4.40  -0.752
H  2.97  -4.62  0.17  0.400
C  0.25  -4.08  0.84  -0.769
O  -1.83  2.68  8.42  -0.361
O  -1.44  1.19  -1.09  -0.092
H  5.54  -3.34  4.37  -0.062
H  0.36  -3.98  6.87  0.278
H  -4.24  5.30  3.30  -0.115
O  -0.80  -2.89  -3.24  -0.495
C  3.10  -2.03  -1.87  -1.693
C  -7.24  -1.05  -0.77  0.368
H  -9.15  0.95  -1.48  0.259
H  -3.43  1.14  10.85  0.334
H  0.83  -5.65  -0.56  0.388
H  -9.90  -1.54  0.12  0.256
C  6.66  -3.15  2.52  -0.370
H  -4.53  0.34  -0.20  -0.164
O  1.93  -3.50  4.61  -0.280
C  -9.25  -0.13  -1.38  -0.446
C  -0.03  -2.24  -3.83  -0.662
H  11.17  -4.05  -1.17  0.305
F  6.62  2.13  -6.39  -0.273
H  -4.24  2.29  9.80  0.264
H  -2.69  -2.18  -1.66  -0.172
C  0.71  -2.88  5.05  -0.275
H  1.04  -3.63  1.44  0.173
O  5.47  -1.13  2.65  -0.385
C  -2.39  1.66  7.73  0.563
C  0.40  1.39  -8.34  -1.529
H  0.15  -2.24  7.07  0.245
H  2.47  -0.60  -3.34  -0.839
C  -0.31  1.48  -0.32  -0.690
C  9.21  -4.19  -2.14  -0.521
O  2.75  -2.91  -5.51  -0.600
C  -9.41  -0.56  0.08  -0.490
C  2.04  -1.42  -2.77  1.566
O  1.74  3.03  -6.14  -0.112
H  0.70  -1.84  4.71  0.246
C  -5.17  8.53  2.64  -0.421
H  -3.99  -2.69  -0.64  0.358
H  -7.81  -1.47  1.27  0.338
N  1.42  -2.42  -3.67  0.399
H  -2.64  -4.19  0.57  0.381
H  4.09  3.02  -4.78  0.234
O  -3.00  0.71  -4.23  -0.792
H  3.81  -1.24  -1.60  0.473
H  -0.41  1.15  -9.03  0.579
C  -2.95  -2.36  -0.63  -0.110
H  -0.13  -3.40  4.59  0.279
H  7.26  -3.05  4.64  0.415
C  2.36  -4.15  -0.60  -1.465
H  7.70  -2.99  2.22  0.235
H  -3.46  -1.21  1.10  0.148
C  -7.20  8.13  1.48  -0.434
C  -2.09  -3.51  -0.07  -1.028
C  2.25  -2.93  6.86  -0.426
C  3.88  -0.41  -6.53  0.198
O  1.32  4.18  -4.28  -0.620
H  -6.45  10.11  1.91  0.261
H  -2.24  3.54  10.24  0.315
C  -2.90  -1.07  0.18  0.158

The largest force on an atom is 2.1 eV/A. As for the HOMO-LUMO gap: 0.2276 hartree. As for the HOMO energy: -4.8 eV. Its charge is -1. As for the LUMO energy: 1.409 eV.

DFT total energy (computed, eV): -59517.3482; -328484.9636; -185197.7988